# 1
ORCA calculation (ωB97M-V/def2-TZVPD) on 3 unconnected molecules or ions with the total composition C35H62N6O7 in a non-equilibrium geometry.

Structure (XYZ):
```
110
Properties=species:S:1:pos:R:3:mulliken_charge:R:1
C 1.75 3.00 -4.09 -0.820
C 1.27 3.70 -2.69 -0.321
C 0.43 2.59 -1.85 -0.389
C -0.77 3.24 -0.99 -0.687
C -2.23 2.62 -1.36 -0.731
C -2.67 1.47 -0.28 -0.225
C -4.15 1.69 0.31 0.074
C -4.24 1.75 1.91 -1.029
C -3.45 0.59 2.68 -0.256
C -4.12 -0.89 2.49 -0.706
C -3.04 -1.92 3.16 0.293
C -3.60 -3.42 3.30 -0.899
C -2.46 -4.55 3.34 -0.579
C -1.13 -4.10 4.16 -0.513
C -0.04 -3.49 3.13 -0.087
N 0.25 -4.28 1.99 -0.430
C 1.19 -3.67 1.09 -0.108
C 1.59 -4.44 -0.21 0.100
C 1.00 -5.91 -0.54 -0.730
N 2.03 -6.90 -0.06 -0.657
C 2.57 -3.86 -1.27 0.147
O 2.86 -4.63 -2.45 -0.253
N 4.20 -4.93 -2.43 0.148
O 4.56 -5.31 -1.35 -0.269
C 3.17 -2.44 -1.02 0.931
C 4.18 -1.76 -2.09 -0.477
C 3.91 -0.16 -2.23 -0.916
C 2.80 -1.71 0.29 -0.642
C 1.81 -2.28 1.38 0.270
N 1.59 -1.45 2.53 -0.532
C 0.65 -2.11 3.37 1.259
C 0.27 -1.33 4.74 -0.732
O 0.82 -1.96 5.92 -0.409
C 2.05 -1.34 6.35 -0.410
O 2.90 -0.89 5.28 -0.155
C 4.28 -0.81 5.68 -0.560
C 5.14 -1.69 4.58 -0.328
O 4.18 -2.63 3.99 -0.411
H 0.99 2.18 -4.40 0.370
H 1.83 3.76 -4.95 0.228
H 2.77 2.49 -3.90 0.015
H 0.68 4.65 -2.90 0.318
H 2.23 4.03 -2.13 0.252
H 1.20 2.09 -1.15 0.019
H -0.01 1.79 -2.53 0.328
H -0.52 3.16 0.12 0.386
H -0.79 4.36 -1.25 0.366
H -2.98 3.48 -1.41 0.340
H -2.14 2.14 -2.40 0.291
H -1.84 1.43 0.50 0.088
H -2.71 0.49 -0.89 0.197
H -4.88 0.92 -0.13 -0.038
H -4.51 2.72 -0.07 0.291
H -5.33 1.74 2.30 0.277
H -3.80 2.77 2.26 0.283
H -2.36 0.48 2.33 -0.020
H -3.39 0.75 3.82 0.351
H -5.16 -0.97 2.96 0.315
H -4.11 -1.08 1.36 0.323
H -2.89 -1.52 4.23 0.186
H -2.10 -1.82 2.51 0.007
H -4.43 -3.64 2.53 0.315
H -4.13 -3.47 4.33 0.248
H -2.22 -4.96 2.30 0.253
H -2.90 -5.43 3.95 0.331
H -1.48 -3.36 4.94 0.120
H -0.66 -5.04 4.63 0.534
H -0.01 -6.09 -0.03 0.273
H 0.88 -6.07 -1.67 0.293
H 2.65 -6.45 0.64 0.290
H 2.66 -7.16 -0.84 0.325
H 3.90 -2.19 -3.13 0.295
H 5.27 -1.98 -1.83 0.287
H 4.74 0.27 -2.91 0.350
H 2.86 0.03 -2.66 0.249
H 3.95 0.37 -1.22 0.241
H 3.27 -0.67 0.47 0.074
H 0.52 -0.20 4.66 0.423
H -0.89 -1.35 4.85 -0.004
H 2.61 -2.13 6.99 0.354
H 1.78 -0.49 7.09 0.245
H 4.49 -1.14 6.75 0.362
H 4.68 0.27 5.58 0.258
H 5.44 -0.94 3.76 0.207
H 6.04 -2.22 5.05 0.283
H 4.25 -3.50 4.45 0.252
C 6.03 5.18 -6.23 -0.918
N 5.06 6.00 -5.55 0.122
C 4.61 7.23 -6.17 -0.942
C 4.55 5.66 -4.33 0.149
O 3.73 6.30 -3.70 -0.601
H 6.94 5.76 -6.39 0.339
H 5.62 4.87 -7.20 0.333
H 6.28 4.29 -5.64 0.294
H 4.84 8.07 -5.52 0.295
H 3.53 7.18 -6.32 0.283
H 5.10 7.37 -7.14 0.378
H 4.95 4.71 -3.94 0.275
C -8.46 2.01 -3.82 -0.939
N -7.81 1.71 -2.56 0.120
C -7.67 0.32 -2.16 -0.865
C -7.32 2.68 -1.74 0.082
O -6.77 2.49 -0.67 -0.556
H -9.48 1.62 -3.80 0.340
H -7.90 1.53 -4.63 0.342
H -8.49 3.09 -3.99 0.287
H -8.18 0.17 -1.20 0.296
H -6.61 0.09 -2.03 0.231
H -8.10 -0.34 -2.91 0.366
H -7.48 3.70 -2.14 0.291
```

The orbital gap comes out at 7.5 eV. The SMILES is CCCCCCCCCCCCCCc1nc2c(CN)c(ON=O)c(CC)cc2nc1COCOCCO.CN(C)C=O.CN(C)C=O. The value obtained for the lowest unoccupied orbital energy is -0.51 eV. The total energy comes out at -2225.52703 hartree.

---

# 2
ORCA calculation (ωB97M-V/def2-TZVPD) on C5H8N2 in the gas phase in a non-equilibrium geometry.

Structure (XYZ):
```
15
Properties=species:S:1:pos:R:3:nbo_charge:R:1
C -1.30 -0.89 0.38 -0.109
C -0.63 1.09 -2.46 -0.449
C 2.14 -0.31 2.40 -0.689
N -0.39 0.14 -1.42 -0.324
N -1.46 -0.23 -0.76 -0.233
C -0.19 -0.65 1.18 -0.101
C 0.88 -0.49 1.71 0.069
H -2.34 -0.39 -1.29 0.370
H -2.11 -1.51 0.73 0.205
H 0.08 0.89 -3.27 0.206
H -1.67 1.04 -2.85 0.154
H -0.44 2.11 -2.10 0.193
H 2.11 -0.79 3.38 0.235
H 2.95 -0.75 1.82 0.236
H 2.35 0.75 2.54 0.236
```

The orbital gap (alpha / beta) comes out at 7.9 / 7.7 eV. The value obtained for the lowest unoccupied orbital energy (alpha / beta) is 0.64 / 0.79 eV. The value obtained for the energy above the lowest of the compared OMol25 structures with the same formula, charge and spin is 4.475 eV. The total energy comes out at -304.67103 hartree.

---

# 3
ORCA calculation (ωB97M-V/def2-TZVPD) on a molecular structure, C20H22BF4IrN4OS3.

Structure (XYZ):
```
56
Properties=species:S:1:pos:R:3:nbo_charge:R:1
Ir 0.82 -0.53 -0.52 1.043
C 0.74 2.40 2.61 -0.677
C 1.02 1.12 1.87 0.348
N 0.93 1.09 0.58 -0.193
N 0.76 2.29 -0.11 -0.443
C 1.28 2.24 -1.30 -0.073
S 2.04 0.85 -2.00 -0.056
S 1.29 3.66 -2.32 0.335
C 0.37 4.88 -1.32 -0.568
C -1.11 4.89 -1.62 0.051
C -1.96 3.91 -1.09 -0.243
C -3.31 3.92 -1.39 -0.188
C -3.83 4.91 -2.21 -0.217
C -3.00 5.88 -2.74 -0.205
C -1.64 5.87 -2.44 -0.240
C 1.50 -0.03 2.62 -0.244
C 1.45 -0.02 4.02 -0.087
C 2.04 -1.01 4.78 -0.286
C 2.73 -2.04 4.14 -0.154
C 2.79 -2.08 2.76 -0.290
C 2.16 -1.10 1.98 0.395
O 2.24 -1.25 0.67 -0.685
H 0.53 3.21 1.92 0.261
H 1.58 2.66 3.25 0.239
H -0.13 2.24 3.24 0.238
H 0.81 5.84 -1.59 0.232
H 0.58 4.66 -0.28 0.248
H -1.55 3.14 -0.45 0.226
H -3.95 3.16 -0.98 0.212
H -4.89 4.91 -2.45 0.213
H -3.40 6.65 -3.38 0.213
H -0.99 6.63 -2.86 0.207
H 0.94 0.78 4.53 0.204
H 1.98 -0.98 5.86 0.217
H 3.21 -2.81 4.72 0.216
H 3.32 -2.87 2.25 0.219
S -0.79 -1.71 0.90 -0.183
C -0.52 -3.28 0.22 0.382
N -1.55 -4.07 -0.04 -0.569
C -1.43 -5.33 -0.76 -0.221
C -0.09 -5.96 -0.40 -0.421
C 1.02 -4.97 -0.68 -0.220
N 0.72 -3.71 0.00 -0.591
H -2.46 -3.63 0.02 0.426
H -1.48 -5.13 -1.83 0.219
H -2.26 -5.97 -0.48 0.215
H 0.06 -6.87 -0.97 0.232
H -0.09 -6.22 0.66 0.214
H 1.12 -4.79 -1.76 0.219
H 1.97 -5.33 -0.30 0.215
H 1.47 -3.05 0.20 0.445
F -0.42 -2.72 -2.64 -0.580
B -0.61 -1.43 -3.19 1.361
F -1.78 -1.32 -3.87 -0.532
F 0.51 -1.03 -3.86 -0.537
F -0.76 -0.56 -1.94 -0.545
```

The orbital gap comes out at 7.2 eV. The value obtained for the lowest unoccupied orbital energy is -0.57 eV. The value obtained for the energy above the lowest of the compared OMol25 structures with the same formula, charge and spin is 0.858 eV. The total energy comes out at -2793.05795 hartree.

---

# 4
ORCA calculation (ωB97M-V/def2-TZVPD) on 2 unconnected molecules or ions with the total composition C6H8NO4S in a non-equilibrium geometry.

Structure (XYZ):
```
20
Properties=species:S:1:pos:R:3:nbo_charge:R:1
C -2.61 0.15 0.32 -0.654
C -0.46 1.95 -1.11 -0.283
C -1.50 -0.86 0.05 -0.142
C 0.60 1.77 -0.62 -0.061
C 1.92 1.63 0.16 0.614
C -0.30 -0.80 0.66 -0.503
N 2.51 0.52 -0.10 -0.805
O -0.05 -3.24 -0.27 -1.003
O 2.20 2.59 0.85 -0.652
O 1.29 -1.50 -1.24 -1.024
O 1.92 -2.24 0.96 -1.006
S 0.80 -2.07 0.04 2.361
H -3.24 -0.07 1.32 0.200
H -2.20 1.09 0.57 0.223
H -3.38 0.32 -0.42 0.207
H -1.31 2.33 -1.57 0.214
H -1.68 -1.45 -0.85 0.230
H 0.01 -0.29 1.57 0.234
H 2.04 -0.33 -0.65 0.462
H 3.43 0.50 0.32 0.387
```

The orbital gap comes out at 9.2 eV. The value obtained for the lowest unoccupied orbital energy is 3.45 eV. As for the net charge: -1. The value obtained for the energy above the lowest of the compared OMol25 structures with the same formula, charge and spin is 2.319 eV. The total energy comes out at -987.30993 hartree.

---

# 5
ORCA calculation (ωB97M-V/def2-TZVPD) on a molecular structure, C52H52ClFeN7OS4.

Structure (XYZ):
```
118
Properties=species:S:1:pos:R:3:lowdin_spin:R:1
Fe -0.12 0.07 -0.48 3.713
C 0.09 -1.10 2.42 0.000
N -0.48 0.14 1.86 0.020
C 0.30 1.30 2.35 0.002
C 0.09 2.56 1.53 0.001
N 0.72 2.41 0.21 0.031
C 2.13 2.79 0.28 0.003
C 0.14 3.18 -0.88 0.005
C -0.30 4.47 -0.65 0.000
C -0.82 5.24 -1.69 0.003
C -0.87 4.70 -2.96 0.000
C -0.41 3.41 -3.19 0.004
C 0.10 2.61 -2.16 0.008
S 0.59 0.94 -2.51 0.061
C -1.89 0.28 2.22 0.004
C -2.31 -0.11 3.48 0.000
C -3.65 -0.03 3.85 0.002
C -4.56 0.47 2.94 0.001
C -4.14 0.88 1.68 0.004
C -2.80 0.81 1.29 0.009
S -2.30 1.40 -0.27 0.056
H 0.33 -1.00 3.49 0.000
H 1.00 -1.36 1.88 0.000
H -0.63 -1.91 2.31 0.000
H 1.36 1.02 2.29 0.000
H 0.07 1.48 3.40 0.000
H 0.52 3.41 2.08 0.000
H -0.97 2.75 1.40 0.000
H 2.23 3.86 0.50 0.001
H 2.60 2.59 -0.69 0.000
H 2.65 2.22 1.05 0.000
H -0.26 4.88 0.35 0.000
H -1.18 6.24 -1.49 0.000
H -1.27 5.28 -3.78 0.000
H -0.47 2.98 -4.18 0.001
H -1.60 -0.49 4.20 0.000
H -3.96 -0.34 4.84 0.000
H -5.61 0.54 3.20 0.000
H -4.86 1.27 0.97 0.001
S -7.07 -2.38 -0.74 0.000
C -8.07 -1.08 -1.21 0.000
C -7.34 0.02 -1.54 0.000
C -5.94 -0.19 -1.39 0.000
C -5.64 -1.46 -0.96 0.000
C -4.31 -2.00 -0.69 0.000
C -3.18 -1.30 -1.19 0.003
N -1.94 -1.63 -0.92 0.023
C -1.73 -2.76 -0.22 0.002
C -2.76 -3.56 0.28 0.000
C -2.43 -4.78 0.97 0.001
C -1.15 -5.19 1.08 0.000
C -0.08 -4.40 0.54 0.000
C 1.26 -4.80 0.59 -0.002
C 2.23 -4.02 0.01 0.001
C 1.83 -2.78 -0.54 0.000
N 0.60 -2.33 -0.53 0.018
C -0.36 -3.16 -0.06 0.000
C 3.65 -4.41 -0.01 0.000
C 4.18 -5.67 0.08 0.000
C 5.60 -5.68 0.05 0.000
C 6.12 -4.43 -0.07 0.000
S 4.90 -3.24 -0.15 0.000
C -4.07 -3.13 0.06 0.001
H -9.14 -1.19 -1.23 0.000
H -7.77 0.96 -1.86 0.000
H -5.19 0.57 -1.55 0.001
H -3.32 -0.43 -1.81 0.000
H -3.24 -5.38 1.37 0.000
H -0.91 -6.12 1.57 0.000
H 1.52 -5.73 1.08 0.000
H 2.57 -2.14 -1.00 0.000
H 3.58 -6.56 0.15 0.000
H 6.20 -6.57 0.10 0.000
H 7.16 -4.14 -0.13 0.000
H -4.90 -3.70 0.48 0.000
C 7.26 3.51 2.92 0.000
C 6.61 2.47 1.99 0.000
C 7.71 1.95 1.05 0.000
C 5.56 3.22 1.15 0.000
C 6.00 1.29 2.81 0.000
O 6.98 0.79 3.73 0.000
C 4.69 1.62 3.56 0.000
C 4.77 2.27 4.94 0.000
C 3.38 2.42 5.51 0.000
C 2.64 3.59 5.30 0.000
C 1.35 3.72 5.79 0.000
C 0.79 2.67 6.51 0.000
Cl -0.82 2.83 7.14 0.000
C 1.50 1.50 6.72 0.000
C 2.79 1.39 6.23 0.000
C 5.75 0.00 1.99 0.000
N 4.60 0.02 1.11 0.000
C 3.33 -0.29 1.37 0.001
N 2.58 -0.14 0.30 0.017
C 3.48 0.22 -0.65 0.001
N 4.72 0.33 -0.21 0.000
H 7.66 4.32 2.30 0.000
H 8.10 3.11 3.49 0.000
H 6.55 3.97 3.60 0.000
H 8.31 2.79 0.69 0.000
H 7.29 1.45 0.18 0.000
H 8.38 1.26 1.57 0.000
H 6.07 3.96 0.54 0.000
H 4.85 3.76 1.78 0.000
H 5.02 2.56 0.48 0.000
H 7.31 1.52 4.27 0.000
H 4.16 0.67 3.72 0.000
H 4.03 2.21 2.92 0.000
H 5.24 3.25 4.90 0.000
H 5.36 1.64 5.60 0.000
H 3.08 4.40 4.74 0.000
H 0.79 4.62 5.63 0.000
H 1.04 0.69 7.28 0.000
H 3.34 0.47 6.40 0.000
H 5.60 -0.79 2.72 0.000
H 6.62 -0.26 1.39 0.000
H 3.00 -0.59 2.35 0.000
H 3.19 0.44 -1.66 0.001
```

The orbital gap (alpha / beta) comes out at 5.9 / 6.0 eV. Its expectation value of S² is 6.01. The value obtained for the lowest unoccupied orbital energy (alpha / beta) is -0.52 / -0.51 eV. Its spin multiplicity is 5. The value obtained for the energy above the lowest of the compared OMol25 structures with the same formula, charge and spin is 0.000 eV. The total energy comes out at -5788.01256 hartree.

---

# 6
ORCA calculation (ωB97M-V/def2-TZVPD) on a gas-phase ion, C3H7N2 (charge +1) in a non-equilibrium geometry.

Structure (XYZ):
```
12
Properties=species:S:1:pos:R:3:nbo_charge:R:1
C 0.40 -0.53 -1.16 -0.630
C 0.21 -0.17 0.32 0.301
C -0.72 1.02 0.43 -0.631
N 0.82 -0.61 1.28 0.088
N 1.14 -1.28 2.18 -0.136
H 1.43 -0.48 -1.46 0.269
H 0.10 -1.64 -1.16 0.261
H -0.28 -0.02 -1.81 0.264
H -0.65 1.52 1.41 0.250
H -1.84 0.61 0.27 0.282
H -0.49 1.74 -0.28 0.253
H 2.14 -1.39 2.59 0.428
```

The orbital gap comes out at 9.7 eV. The SMILES is CC(C)=[N+]=N. The value obtained for the lowest unoccupied orbital energy is -5.86 eV. As for the net charge: +1. The value obtained for the energy above the lowest of the compared OMol25 structures with the same formula, charge and spin is 2.978 eV. The total energy comes out at -227.64491 hartree.